A structure of composition C39H90AgMnN8O15. Source: OMol25; level of theory: ωB97M-V/def2-TZVPD.

Multiplicity = 7
HOMO (alpha / beta) = -6.593 / -6.444 eV
Net charge = 0

Geometry as XYZ:
```
154
Properties=species:S:1:pos:R:3:forces:R:3:lowdin_charge:R:1
Ag -1.750938 -0.726186 1.587306 1.2 -0.2 0.8 1.059
Mn 1.804952 1.685604 1.394646 -0.9 -0.9 -0.1 0.840
O 1.173992 -4.830436 4.562056 2.2 3.3 -0.8 -0.013
O -0.485948 -0.772896 3.389506 -0.5 1.5 -0.2 -0.090
O -2.418098 2.561664 -2.586254 -1.1 1.0 -1.2 -0.189
O 1.696152 2.904854 3.157426 -0.9 1.8 1.1 -0.237
O -0.545468 -0.519306 -0.459074 0.2 -0.7 -2.0 -0.094
O 5.611272 -1.226706 -3.102814 -0.9 2.0 0.3 -0.181
O 4.850302 3.696634 2.936956 -0.2 0.0 0.5 -0.214
O -0.206348 0.947534 1.042566 -1.2 1.8 3.1 -0.180
O -6.560108 -2.519246 -4.787344 0.3 -0.6 2.3 -0.177
O 2.116452 0.065784 2.528986 0.2 2.0 -0.3 -0.069
O -3.128188 -2.108466 2.895016 -0.2 -0.4 4.2 -0.271
O -2.854058 1.050814 2.547416 -0.1 0.2 0.1 -0.295
O 0.302922 -5.490006 -2.399134 -0.4 1.5 -1.4 -0.174
O 3.953392 -4.030416 3.675586 -5.0 2.2 0.0 -0.077
O 1.187112 0.966134 -0.526604 2.1 -0.4 -2.6 -0.095
N -3.650698 -0.549426 0.574006 0.5 -0.2 0.1 -0.003
N -1.315208 3.553174 0.655326 -1.3 2.2 -0.6 0.047
N -4.847928 -2.209806 -1.462484 -0.4 -1.0 0.8 0.024
N 1.459342 3.559944 0.395276 0.2 -0.6 0.4 0.009
N -1.163048 -2.875546 1.169326 -0.6 0.1 -1.2 0.043
N 3.806082 0.236714 -1.427784 0.7 0.2 -0.8 0.055
N 0.251832 -1.726636 -2.940054 -2.1 0.2 -0.5 0.035
N 3.829782 1.923884 0.981786 0.3 0.8 -0.1 0.007
C -6.227838 -3.339016 -5.873634 1.3 -0.2 -0.1 -0.136
C 5.079132 2.275204 3.092766 -0.6 1.0 0.5 -0.133
C -1.942458 1.669744 -3.598094 -1.3 -0.3 1.0 -0.058
C 0.369912 -2.827006 4.021646 0.1 4.1 -0.7 -0.015
C 0.822902 -3.056376 -2.797404 0.7 0.6 -1.3 -0.392
C 6.115702 2.230404 0.823866 2.3 0.5 -0.8 -0.057
C 1.490792 -3.614286 4.181496 -0.8 -6.5 0.5 -0.288
C 4.585812 4.364394 4.184756 0.2 -0.3 -1.1 -0.081
C 3.946162 0.551804 -2.878644 -0.2 0.7 0.8 -0.373
C -3.864078 0.919514 0.521226 -2.7 -2.2 -1.0 -0.357
C -3.547638 -2.204896 -3.436794 -0.5 -1.3 -0.4 -0.032
C 1.259072 2.888214 4.544966 0.3 -0.3 0.0 -0.049
C 0.160282 0.435914 -0.054004 -1.4 -0.9 0.2 -0.943
C 5.315252 0.183194 -3.409684 0.7 -1.2 0.3 -0.164
C 5.021622 1.655714 1.694716 2.3 -0.6 1.9 -0.392
C 6.815342 -1.668206 -3.624964 0.6 -1.7 -1.2 -0.152
C -4.103218 1.427474 1.963826 1.8 -0.9 -1.7 -0.124
C -2.488448 1.766014 3.681726 -1.2 1.1 0.4 -0.096
C -2.938338 -3.481736 2.630706 -0.2 0.1 -0.7 -0.213
C 1.559562 4.300814 2.713106 -0.6 0.0 1.0 -0.141
C -1.483078 3.182054 -1.785754 0.0 0.6 1.4 -0.204
C 2.878502 -3.227616 3.647196 5.0 -3.3 1.5 -0.313
C -3.203918 -1.998196 4.409016 0.0 1.0 -1.2 -0.025
C -4.980058 -2.098216 -2.885574 0.3 1.7 -1.1 -0.435
C -2.419848 -3.601556 1.186716 0.5 -3.1 1.3 -0.373
C 2.016762 -1.007336 3.099886 -0.2 -3.7 1.0 -0.292
C -6.094428 -2.995716 -3.455454 0.3 0.5 -1.1 -0.135
C 3.587632 2.053354 -3.166574 -0.6 -0.5 -0.1 -0.041
C 1.807362 -2.946766 -1.625664 0.6 -1.6 0.7 -0.032
C -2.147678 -5.120286 0.862526 -0.3 0.7 -0.4 -0.031
C -2.190048 3.866144 -0.569214 1.2 -2.2 1.2 -0.333
C 0.522612 -1.499176 3.547006 1.5 -2.0 0.0 -0.287
C 2.056162 4.518144 1.308166 0.5 -1.0 -1.1 -0.419
C 0.624052 -6.247096 -3.562014 0.0 -1.2 0.7 -0.104
C 3.108962 -1.923276 3.256696 -2.4 1.8 -0.5 -0.008
C 1.805642 5.830144 0.663726 0.8 2.2 1.7 -0.044
C -5.040998 1.079704 -0.455114 -0.1 2.0 0.4 -0.048
C -0.241198 -4.218966 -2.690264 0.6 2.2 2.8 -0.197
C -2.419778 5.386034 -0.611534 0.4 -1.0 0.0 -0.041
H -2.819758 -1.555576 -2.950284 -0.3 0.3 -0.1 0.064
H 0.758382 6.080124 0.493836 0.0 -0.4 -0.2 0.079
H 3.116082 4.265604 1.338026 0.2 0.6 0.1 0.115
H -2.333308 2.791864 3.347586 0.6 0.3 0.3 0.078
H 4.028182 -0.742506 -1.318764 0.4 -0.2 0.0 0.066
H 4.314722 1.999144 3.819106 -0.3 -0.9 -0.4 0.113
H -2.811058 1.489204 -4.231364 0.1 0.3 -0.3 0.085
H 6.024502 2.114444 3.610966 0.4 -0.1 -0.3 0.129
H -6.731578 -4.304926 -5.910534 -0.7 0.2 -0.1 0.085
H 1.258352 1.906694 5.019026 0.2 -0.3 -0.8 0.104
H -2.319988 -2.229846 5.003236 0.5 -0.6 -0.9 0.076
H -1.652798 1.365584 4.255716 0.0 -0.3 -0.6 0.090
H -0.654428 -3.852676 -1.750494 -0.9 -0.6 0.4 0.087
H -4.879868 0.885644 2.503586 -0.4 0.2 -0.2 0.139
H 2.435432 5.970274 -0.214814 -0.3 -0.2 -0.2 0.093
H -3.887608 -3.949006 2.892726 -0.1 -0.6 -0.6 0.131
H 2.562672 -2.161386 -1.597794 -0.2 0.2 -1.1 0.052
H -0.008458 -7.119106 -3.395824 0.8 -0.8 -0.3 0.085
H -5.175428 -3.620506 -5.837844 0.4 0.0 0.1 0.073
H -1.836738 0.730374 -3.055414 1.1 -0.3 -0.4 0.072
H 2.376232 -3.850326 -1.406434 0.0 -0.3 -0.2 0.077
H -0.252648 -1.448596 -2.110414 -0.4 -0.2 0.5 0.009
H -1.059728 -4.179646 -3.408984 0.4 -0.2 -0.5 0.114
H 6.129042 0.782924 -3.002024 -0.1 0.3 0.4 0.123
H 4.174042 2.799584 0.614706 -1.4 0.6 -0.9 0.081
H 1.940262 3.493394 5.143156 0.0 0.2 -0.1 0.074
H 2.164752 6.571604 1.377426 0.1 0.7 -0.1 0.082
H 3.216592 -0.082246 -3.382434 -0.1 0.1 -0.5 0.127
H -4.276408 2.499984 1.875386 0.1 0.2 0.6 0.130
H 7.323672 -1.020336 -4.339084 -0.2 0.5 0.1 0.085
H -1.173418 2.578414 0.878546 -0.1 -0.8 -0.4 0.034
H -4.001168 -2.621156 4.814496 -0.3 0.2 -0.3 0.088
H -0.868258 -2.829976 0.204366 0.4 0.3 -0.2 0.057
H 1.179842 -3.243416 -3.810174 1.5 -0.1 0.2 0.123
H 0.249762 3.278474 4.675706 -0.1 0.2 -0.4 0.087
H -3.819728 -1.022186 -0.302364 0.8 0.5 -1.3 0.033
H -2.879968 5.670914 0.334596 -0.2 0.2 -0.1 0.073
H -3.011338 1.357564 0.002536 0.2 0.0 0.6 0.115
H 0.534792 4.646034 2.850146 -0.6 -0.5 -0.4 0.127
H 0.456982 3.665054 0.461086 -0.8 0.1 -0.1 0.025
H 0.376602 -5.970096 -4.586784 -0.4 1.3 0.2 0.085
H -6.019978 0.728254 -0.129254 0.2 -0.6 0.2 0.083
H -4.795298 0.722004 -1.455004 0.0 -0.1 0.2 0.074
H 4.238432 2.840074 -2.784984 0.6 -0.4 0.0 0.069
H 6.350412 3.293224 0.882356 -1.1 0.5 0.4 0.086
H -3.024038 5.718084 -1.455764 -0.1 -0.1 0.1 0.084
H -3.299628 -0.937006 4.638856 -0.7 0.0 -0.3 0.076
H -1.444168 5.869144 -0.665254 0.0 0.1 0.0 0.063
H -0.621978 -3.144736 4.307306 0.3 -0.3 0.1 0.086
H 1.692902 3.774134 -0.563724 0.3 -0.2 -0.1 0.105
H 4.002862 5.253894 3.945916 0.5 0.3 0.0 0.079
H 3.958772 1.250234 0.240396 -0.6 -0.1 -1.4 0.047
H -1.433698 -5.218976 0.044856 -0.2 0.3 -0.4 0.061
H 5.158962 0.574414 1.701286 0.1 -0.1 0.7 0.152
H 2.044232 4.910024 3.476026 0.7 0.1 -0.4 0.106
H -5.767718 -2.190006 -1.045714 -0.4 0.2 0.3 0.090
H -6.917638 -3.006716 -2.741094 -0.4 0.5 -0.3 0.113
H 2.612982 2.338594 -2.770584 -0.2 -0.5 0.4 0.055
H -0.924278 4.041154 -2.156964 0.3 -0.1 -1.3 0.120
H 7.566672 -2.077616 -2.949704 -0.1 0.8 0.9 0.083
H -3.101968 -5.537876 0.541496 0.1 -0.5 0.1 0.074
H 1.701452 -6.412276 -3.560364 -0.1 -0.5 0.1 0.088
H -2.192068 -3.915496 3.296306 0.2 0.0 0.0 0.113
H -3.385128 1.809884 4.299906 0.0 0.0 0.7 0.091
H -4.557588 -3.164916 -1.308954 0.4 -0.4 0.4 0.079
H 3.418792 2.214404 -4.231304 0.5 -0.1 -0.2 0.071
H -3.158688 -3.309696 0.440376 0.3 0.8 0.1 0.108
H 4.100482 -1.704716 2.888556 0.0 0.3 0.0 0.104
H -6.303978 -2.742476 -6.782724 -0.6 -0.2 0.0 0.092
H -1.098038 2.028954 -4.186334 0.1 -0.1 0.3 0.095
H 2.813232 0.268774 -1.245254 -0.6 0.3 0.3 0.026
H -5.305108 -1.071566 -3.054194 -0.2 0.2 -0.3 0.129
H -3.081508 3.299634 -0.300024 -0.6 0.4 -0.9 0.095
H -5.759218 -4.032216 -3.418154 0.2 -0.3 -0.8 0.122
H 7.154752 1.933134 0.965616 -0.1 -1.1 0.4 0.086
H 1.305642 -2.734306 -0.681614 -0.7 -0.1 0.0 0.068
H 6.592842 -2.580126 -4.179024 -0.2 -0.1 -0.5 0.082
H -4.392468 -1.068686 1.021476 -0.3 0.5 1.4 0.088
H -5.189268 2.156724 -0.533404 -0.2 0.3 -0.5 0.072
H -1.938758 3.918784 1.360746 0.4 0.1 0.9 0.059
H -0.458068 -3.414806 1.651306 0.3 0.0 0.5 0.101
H 5.540042 4.589314 4.661146 -0.1 0.2 0.3 0.094
H 0.913392 -0.963466 -2.936694 0.8 -0.4 -0.4 0.054
H 5.368842 0.325384 -4.489044 -0.2 -0.1 -0.2 0.122
H 5.899122 2.044224 -0.228054 0.0 -0.3 0.0 0.074
H -3.193908 -3.211076 -3.211914 0.1 -0.3 0.1 0.061
H 3.937632 3.792874 4.849076 0.2 -0.4 0.1 0.067
H -3.484858 -2.159836 -4.524054 -0.1 0.4 0.0 0.083
H -1.660418 -5.720766 1.630706 -0.4 0.2 0.6 0.087
H -0.763978 2.408694 -1.515754 0.3 0.1 0.7 0.109
```
Positions in Å, forces in eV/Å.